[1]
{"formula": "C26H57IN3O3P2S2", "method": "wB97M-V/def2-TZVPD", "orbital_gap_ev": 7.282, "charge": 1, "relative_energy_kcal_mol": 30.9, "multiplicity": 1, "symbols": ["C", "C", "C", "C", "C", "I", "N", "C", "C", "C", "S", "C", "S", "N", "C", "C", "O", "C", "C", "C", "P", "N", "C", "P", "C", "C", "C", "H", "H", "H", "H", "H", "H", "H", "H", "H", "H", "H", "H", "H", "H", "H", "H", "H", "H", "H", "H", "H", "H", "H", "H", "H", "H", "H", "H", "H", "H", "H", "H", "H", "H", "H", "H", "H", "C", "C", "O", "C", "C", "H", "H", "H", "H", "H", "H", "H", "H", "H", "H", "C", "C", "O", "C", "C", "H", "H", "H", "H", "H", "H", "H", "H", "H", "H"], "positions_angstrom": [[-0.352, -6.300, 2.175], [0.527, -5.044, 2.073], [0.413, -4.460, 0.664], [1.187, -3.177, 0.342], [1.694, -2.235, 1.442], [3.078, -2.953, 2.923], [0.577, -1.356, 1.959], [0.789, 0.141, 1.904], [1.997, 0.714, 2.679], [2.878, 1.530, 1.706], [4.466, 2.074, 2.400], [5.542, 1.975, 0.945], [5.561, 3.285, -0.027], [6.343, 0.888, 0.766], [5.687, -0.413, 0.951], [5.607, -1.216, -0.344], [6.874, -1.490, -0.881], [7.806, -0.452, -0.591], [7.116, 0.901, -0.473], [-0.502, -1.585, 0.915], [-2.005, -2.352, 1.670], [-2.611, -1.236, 2.614], [0.192, -2.170, -0.322], [-0.909, -2.752, -1.700], [0.090, -4.042, -2.575], [-0.900, -1.304, -2.823], [0.513, -0.870, -3.289], [0.228, -7.204, 2.056], [-0.932, -6.295, 3.089], [-1.071, -6.295, 1.361], [1.550, -5.309, 2.293], [0.241, -4.309, 2.824], [-0.644, -4.371, 0.431], [0.778, -5.233, -0.005], [2.034, -3.260, -0.328], [2.311, -1.529, 0.903], [0.181, -1.679, 2.846], [-0.120, 0.537, 2.334], [0.901, 0.444, 0.874], [1.599, 1.440, 3.377], [2.540, -0.009, 3.276], [2.270, 2.375, 1.399], [3.055, 0.962, 0.798], [4.701, -0.347, 1.380], [6.279, -0.988, 1.659], [5.047, -0.621, -1.075], [5.069, -2.129, -0.122], [8.522, -0.417, -1.400], [8.297, -0.675, 0.352], [6.497, 1.028, -1.361], [7.874, 1.672, -0.494], [-0.932, -0.648, 0.581], [-1.703, -3.502, 2.423], [-2.893, -2.660, 0.629], [-2.667, -1.550, 3.577], [0.794, -1.344, -0.717], [0.133, -3.748, -3.619], [-0.365, -5.018, -2.484], [1.114, -4.095, -2.218], [-1.297, -0.480, -2.239], [-1.527, -1.470, -3.687], [1.282, -1.558, -2.951], [0.782, 0.098, -2.882], [0.585, -0.810, -4.368], [-2.384, 2.941, -5.476], [-3.188, 2.310, -4.352], [-2.521, 2.300, -3.101], [-2.168, 3.567, -2.570], [-3.353, 4.478, -2.310], [-1.416, 2.446, -5.579], [-2.923, 2.853, -6.418], [-2.196, 4.000, -5.299], [-3.380, 1.263, -4.590], [-4.166, 2.793, -4.258], [-1.428, 4.058, -3.212], [-1.669, 3.359, -1.622], [-3.873, 4.748, -3.230], [-3.021, 5.400, -1.834], [-4.070, 3.984, -1.654], [-5.664, 4.639, 3.568], [-5.513, 4.788, 2.064], [-4.424, 4.062, 1.519], [-4.455, 2.658, 1.699], [-5.662, 1.979, 1.076], [-4.741, 4.924, 4.074], [-6.471, 5.277, 3.928], [-5.897, 3.613, 3.856], [-5.316, 5.833, 1.824], [-6.444, 4.521, 1.553], [-4.376, 2.407, 2.763], [-3.548, 2.283, 1.222], [-6.595, 2.296, 1.544], [-5.584, 0.897, 1.189], [-5.728, 2.217, 0.013]], "lowdin_charge": [-0.08, -0.31, -0.21, -0.30, -0.62, 1.03, -0.06, -0.10, -0.22, -0.49, 0.87, -1.08, 0.71, -0.15, -0.17, -0.20, -0.11, -0.16, -0.20, -0.39, 0.78, -0.29, -0.43, 0.96, -0.25, -0.40, -0.14, 0.08, 0.08, 0.07, 0.05, 0.06, 0.07, 0.12, 0.14, 0.07, 0.15, 0.13, 0.13, 0.11, 0.06, 0.09, 0.06, 0.06, 0.13, 0.13, 0.11, 0.13, 0.13, 0.11, 0.12, 0.11, 0.02, 0.01, -0.03, 0.10, 0.05, 0.04, 0.03, 0.06, 0.08, 0.05, 0.07, 0.07, -0.08, -0.28, -0.18, -0.28, -0.07, 0.08, 0.08, 0.07, 0.11, 0.11, 0.11, 0.11, 0.07, 0.08, 0.07, -0.08, -0.28, -0.17, -0.29, -0.08, 0.08, 0.08, 0.07, 0.12, 0.11, 0.11, 0.11, 0.07, 0.07, 0.08]}

---

[2]
{"formula": "C4H52B11Ca4O", "method": "wB97M-V/def2-TZVPD", "orbital_gap_ev": [7.206, 5.527], "charge": -2, "multiplicity": 2, "s2": 0.754, "symbols": ["Ca", "Ca", "Ca", "Ca", "B", "H", "H", "H", "H", "B", "H", "H", "H", "H", "B", "H", "H", "H", "H", "B", "H", "H", "H", "H", "B", "H", "H", "H", "H", "B", "H", "H", "H", "H", "B", "H", "H", "H", "H", "B", "H", "H", "H", "H", "B", "H", "H", "H", "H", "B", "H", "H", "H", "H", "B", "H", "H", "H", "H", "C", "C", "C", "O", "C", "H", "H", "H", "H", "H", "H", "H", "H"], "positions_angstrom": [[-0.746, -1.288, -1.945], [1.711, 1.757, 1.324], [1.346, -2.589, 1.671], [1.835, 1.382, -3.735], [1.368, 3.948, -0.253], [1.681, 4.980, -0.278], [2.150, 3.230, -0.444], [1.028, 3.835, 0.765], [0.572, 3.856, -0.975], [-0.433, -2.925, -0.110], [-0.939, -2.057, 0.283], [-0.914, -3.567, -0.831], [0.442, -2.617, -0.662], [-0.193, -3.587, 0.707], [-0.106, 3.054, -3.647], [-1.177, 3.161, -3.712], [0.462, 3.970, -3.589], [0.257, 2.605, -2.735], [0.222, 2.426, -4.461], [-2.973, -0.527, -1.589], [-2.292, -0.026, -2.260], [-2.683, -1.542, -1.367], [-2.903, -0.006, -0.647], [-3.979, -0.453, -1.973], [0.789, 0.105, -0.608], [1.170, 1.114, -0.584], [1.093, -0.344, -1.540], [1.099, -0.480, 0.245], [-0.285, 0.208, -0.611], [3.333, -0.523, -3.332], [3.021, 0.172, -2.568], [4.393, -0.521, -3.537], [3.050, -1.476, -2.911], [2.756, -0.441, -4.239], [-2.535, 2.844, -0.416], [-1.551, 3.247, -0.598], [-2.565, 1.858, 0.022], [-3.022, 3.457, 0.326], [-3.114, 2.933, -1.322], [2.081, -0.285, 3.036], [1.447, -0.592, 2.219], [1.510, -0.153, 3.942], [2.753, -1.087, 3.303], [2.557, 0.672, 2.891], [0.091, -0.468, -4.080], [-0.010, 0.305, -3.335], [0.760, -1.278, -3.831], [-0.890, -0.907, -4.166], [0.399, -0.075, -5.037], [3.384, -2.086, 0.303], [2.483, -2.360, -0.224], [4.086, -2.905, 0.280], [3.878, -1.317, -0.271], [3.216, -1.727, 1.307], [-0.388, 2.303, 2.335], [0.104, 3.218, 2.627], [-0.387, 2.155, 1.266], [0.126, 1.450, 2.750], [-1.362, 2.380, 2.794], [-2.633, -1.235, 3.710], [-2.907, -2.679, 3.621], [-1.562, -3.359, 3.290], [-0.629, -2.251, 3.071], [-1.313, -1.025, 2.999], [-2.507, -0.844, 4.719], [-3.396, -0.571, 3.303], [-3.662, -2.708, 2.836], [-3.445, -2.927, 4.537], [-1.696, -4.040, 2.450], [-1.179, -3.938, 4.130], [-1.460, -0.699, 1.969], [-0.821, -0.136, 3.392]], "lowdin_charge": [1.22, 1.30, 1.38, 1.34, -0.42, -0.06, -0.08, -0.10, -0.05, -0.52, -0.02, -0.01, -0.07, -0.08, -0.44, -0.03, -0.04, -0.09, -0.12, -0.45, -0.07, -0.09, -0.05, -0.04, -0.52, -0.06, -0.05, -0.05, -0.02, -0.46, -0.10, -0.05, -0.02, -0.10, -0.16, 0.10, -0.04, -0.03, 0.06, -0.46, -0.12, -0.03, -0.04, -0.07, -0.54, -0.09, -0.03, -0.03, -0.02, -0.45, -0.08, -0.05, -0.02, -0.12, -0.49, -0.03, -0.07, -0.10, -0.02, -0.18, -0.17, -0.13, -0.25, -0.20, 0.11, 0.13, 0.12, 0.11, 0.11, 0.11, 0.13, 0.09]}

---

[3]
{"formula": "C4H10N2O", "method": "wB97M-V/def2-TZVPD", "orbital_gap_ev": 10.026, "relative_energy_kcal_mol": 36.6, "multiplicity": 1, "symbols": ["C", "C", "C", "O", "N", "C", "N", "H", "H", "H", "H", "H", "H", "H", "H", "H", "H"], "positions_angstrom": [[-0.508, 0.218, -2.072], [-1.038, 1.278, -1.092], [-0.504, 1.089, 0.313], [-0.020, 2.019, 0.909], [-0.389, -0.231, 0.792], [0.888, -0.908, 0.987], [1.158, -1.201, 2.385], [-1.047, -0.720, -1.967], [-0.629, 0.562, -3.098], [0.532, -0.023, -1.850], [-0.780, 2.275, -1.436], [-2.130, 1.186, -1.100], [-1.254, -0.699, 1.003], [0.815, -1.861, 0.453], [1.602, -0.256, 0.491], [1.872, -0.571, 2.727], [1.432, -2.156, 2.553]], "nbo_charge": [-0.60, -0.51, 0.71, -0.54, -0.72, -0.04, -0.84, 0.21, 0.21, 0.20, 0.23, 0.22, 0.39, 0.17, 0.18, 0.37, 0.36]}

---

[4]
{"formula": "C17H13MnN7O8Se", "method": "wB97M-V/def2-TZVPD", "orbital_gap_ev": [5.809, 5.905], "relative_energy_kcal_mol": 9.7, "multiplicity": 6, "s2": 8.757, "symbols": ["Mn", "O", "C", "O", "C", "C", "C", "C", "C", "C", "O", "N", "O", "O", "N", "O", "O", "H", "H", "N", "C", "N", "C", "C", "O", "C", "C", "H", "H", "H", "H", "H", "H", "H", "H", "Se", "N", "C", "C", "C", "C", "N", "C", "N", "H", "H", "H"], "positions_angstrom": [[-0.014, -1.836, -1.596], [3.682, -3.062, -0.430], [2.547, -2.619, -0.406], [1.697, -2.755, -1.380], [2.128, -1.797, 0.827], [3.138, -1.554, 1.749], [2.920, -0.805, 2.895], [1.673, -0.250, 3.164], [0.685, -0.490, 2.248], [0.828, -1.281, 1.081], [-0.231, -1.452, 0.350], [-0.637, 0.125, 2.441], [-1.354, -0.318, 3.311], [-0.891, 1.107, 1.761], [4.011, -0.567, 3.832], [3.782, 0.149, 4.793], [5.102, -1.033, 3.570], [4.114, -1.969, 1.546], [1.507, 0.344, 4.051], [0.672, 0.264, -2.042], [0.842, 1.371, -1.750], [1.012, 2.601, -1.347], [1.549, 2.867, -0.003], [0.438, 3.401, 0.884], [-0.177, 4.530, 0.280], [-0.800, 4.177, -0.937], [0.232, 3.688, -1.944], [2.346, 3.608, -0.105], [1.965, 1.944, 0.402], [0.843, 3.734, 1.838], [-0.308, 2.612, 1.069], [-1.300, 5.069, -1.315], [-1.552, 3.394, -0.760], [0.922, 4.499, -2.192], [-0.237, 3.331, -2.861], [-1.801, -5.356, -2.312], [-3.491, -4.920, -2.042], [-3.560, -3.600, -2.007], [-4.709, -2.792, -1.737], [-4.524, -1.455, -1.648], [-3.219, -0.878, -1.828], [-2.150, -1.567, -2.126], [-2.318, -2.926, -2.209], [-1.249, -3.679, -2.398], [-5.674, -3.255, -1.588], [-5.347, -0.795, -1.418], [-3.092, 0.192, -1.708]], "nbo_charge": [1.58, -0.63, 0.78, -0.88, -0.28, -0.10, -0.05, -0.16, -0.07, 0.46, -0.87, 0.55, -0.34, -0.41, 0.54, -0.40, -0.38, 0.28, 0.26, -0.57, 0.57, -0.46, -0.23, -0.12, -0.52, -0.08, -0.23, 0.21, 0.24, 0.20, 0.23, 0.20, 0.17, 0.21, 0.22, 1.09, -0.57, 0.06, -0.12, -0.25, 0.15, -0.52, 0.26, -0.70, 0.24, 0.24, 0.22]}

---

Max |F|, respectively: 0.0456; 0.1253; 0.0268; 0.0214 Eh/bohr.
Energy, respectively: -3191.22214; -3241.82242; -343.14320; -5193.11665 Ha.